Below is 3 unconnected molecules or ions with the total composition C34H31BFO8P at a distorted geometry, with properties calculated with ωB97M-V with the def2-TZVPD basis set.

Each line ends with the Mulliken charge.
Positions of all 76 atoms, in Å:
O1 -0.14 -0.27 -4.36  -0.664
C1 -1.02 -0.64 -5.10  0.540
C2 -1.18 -0.05 -6.46  0.019
C3 -0.29 0.94 -6.87  -0.507
C4 -0.41 1.49 -8.14  -0.489
C5 -1.42 1.06 -8.99  -0.477
C6 -2.31 0.09 -8.59  -0.560
C7 -2.20 -0.47 -7.32  0.178
C8 -3.18 -1.51 -6.89  0.566
O2 -4.09 -1.85 -7.62  -0.664
C9 -3.00 -2.13 -5.55  0.460
C10 -3.87 -3.13 -5.14  -0.695
C11 -3.71 -3.72 -3.90  -0.641
C12 -2.68 -3.32 -3.06  -0.418
C13 -1.81 -2.32 -3.46  -0.533
C14 -1.97 -1.72 -4.70  -0.137
H1 0.49 1.27 -6.20  0.475
H2 0.28 2.26 -8.46  0.401
H3 -1.51 1.49 -9.98  0.401
H4 -3.10 -0.26 -9.24  0.474
H5 -4.67 -3.43 -5.80  0.486
H6 -4.39 -4.50 -3.59  0.407
H7 -2.55 -3.79 -2.09  0.486
H8 -1.00 -2.01 -2.81  0.916
O3 2.14 3.47 4.10  -0.671
C15 1.10 3.51 4.73  0.540
C16 0.66 4.77 5.40  0.159
C17 1.44 5.91 5.27  -0.546
C18 1.03 7.09 5.86  -0.484
C19 -0.16 7.14 6.58  -0.485
C20 -0.94 6.00 6.71  -0.530
C21 -0.53 4.81 6.13  0.161
C22 -1.38 3.60 6.30  0.639
O4 -2.39 3.63 6.97  -0.660
C23 -0.95 2.35 5.61  0.222
C24 -1.73 1.21 5.72  -0.681
C25 -1.35 0.04 5.08  -0.623
C26 -0.19 0.00 4.31  -0.205
C27 0.60 1.14 4.21  -0.833
C28 0.23 2.31 4.86  0.394
H9 2.36 5.86 4.71  0.468
H10 1.64 7.98 5.76  0.399
H11 -0.48 8.07 7.03  0.399
H12 -1.86 6.03 7.27  0.475
H13 -2.63 1.24 6.32  0.485
H14 -1.97 -0.85 5.16  0.456
H15 0.09 -0.91 3.81  0.398
H16 1.51 1.13 3.63  0.518
C29 5.12 -1.87 0.78  -0.764
O5 4.44 -2.39 -0.33  -0.367
C30 3.42 -3.33 -0.02  -0.760
B1 1.94 -2.87 -0.23  0.321
C31 1.64 -1.55 -1.02  -0.121
C32 2.16 -0.25 -0.39  -1.186
C33 1.85 -0.08 1.07  -0.133
F1 0.48 0.00 1.27  -0.298
C34 0.83 -3.90 0.27  -0.583
P1 -0.66 -3.34 1.09  0.873
O6 -1.64 -4.44 1.20  -0.793
O7 -1.25 -2.11 0.30  -0.404
O8 -0.28 -2.81 2.57  -0.410
H17 4.46 -1.74 1.64  0.311
H18 5.53 -0.90 0.51  0.284
H19 5.93 -2.54 1.09  0.312
H20 3.54 -4.17 -0.73  0.263
H21 3.59 -3.78 0.97  0.467
H22 2.18 -1.66 -1.97  0.363
H23 0.59 -1.43 -1.28  -0.177
H24 1.71 0.59 -0.91  0.537
H25 3.24 -0.18 -0.51  0.314
H26 2.29 0.85 1.44  0.453
H27 2.24 -0.90 1.69  0.211
H28 0.51 -4.52 -0.57  0.325
H29 1.28 -4.58 1.01  0.366
H30 -1.77 -1.51 0.85  0.282
H31 0.12 -3.56 3.01  0.289

The total energy comes out at -2382.3474 a.u. The structure (SMILES) is O=C1c2ccccc2C(=O)c2ccccc21.O=C1c2ccccc2C(=O)c2ccccc21.COCB(CCCF)CP(=O)(O)O. The HOMO energy comes out at -9.660 eV. As for the energy relative to the best compared isomer or geometry (same formula, charge and spin): 6.58 kcal/mol.